# 1
Here is a structure of composition C19H32CoGeNO5S2 in a non-equilibrium geometry from OMol25. Energies are from ωB97M-V/def2-TZVPD.

Frontier orbital gap (spin up / spin down): 0.29959 / 0.33347 Eh
Charge: +1
2S+1: 2
E_HOMO (spin up / spin down): -12.3 / -12.3 eV
Total energy: -5430.02887 Ha

XYZ file:
```
61
Properties=species:S:1:pos:R:3:forces:R:3:mulliken_spin:R:1
Co 1.14466 -0.36326 0.59279 1.20 -0.47 1.01 1.017
O -1.63194 -0.78912 -2.07373 -0.05 -0.11 -0.13 0.001
C -0.51066 -0.73779 -1.69501 -0.01 0.06 0.23 0.005
O -0.15913 -1.31955 -0.47042 0.17 0.57 -0.95 0.010
C 0.63622 -0.08134 -2.45554 0.02 -0.22 0.10 0.002
C 1.94207 -0.88489 -2.32863 -0.19 -0.10 0.08 -0.004
C 2.96846 -0.44801 -3.36618 -0.03 0.04 -0.02 -0.001
C 3.43453 0.91237 -2.79476 0.01 0.03 0.01 0.004
C 2.56681 1.02911 -1.54879 0.02 0.06 0.02 -0.004
O 2.49338 -0.35517 -1.08636 -0.20 0.00 -0.06 0.027
C 1.09783 1.31761 -1.93461 0.02 0.11 0.03 0.002
C 0.33609 1.90852 -0.75372 0.03 0.26 0.11 -0.002
O -0.24911 2.96076 -0.84717 0.05 -0.01 -0.06 -0.004
O 0.45605 1.28634 0.40058 -0.42 0.10 -0.11 -0.035
H 0.29419 -0.02136 -3.48652 -0.01 0.05 0.02 0.000
H 1.79701 -1.95633 -2.24561 0.06 0.03 0.00 0.003
H 2.52674 -0.37063 -4.35775 -0.01 0.00 -0.01 0.000
H 3.78744 -1.16182 -3.41506 0.00 -0.01 0.00 0.000
H 3.27141 1.74407 -3.47697 0.00 0.01 0.00 -0.001
H 4.48870 0.89190 -2.52599 -0.01 -0.01 0.00 0.000
H 2.96429 1.64236 -0.74335 -0.03 0.01 -0.02 0.002
H 1.03145 2.05848 -2.72795 0.01 -0.04 -0.01 0.000
S 2.06609 0.01185 2.79193 -0.06 0.17 -0.60 -0.011
C 2.21936 1.70406 2.57121 -0.10 0.14 0.10 -0.005
N 1.23872 2.55750 2.72895 -0.01 -0.16 -0.01 -0.003
C 1.45186 3.92372 2.26137 0.03 0.08 -0.02 0.000
C 2.96696 4.13100 2.27523 0.00 0.03 0.01 0.000
S 3.69572 2.46932 2.09604 -0.09 -0.09 0.02 -0.001
H 0.29784 2.19639 2.82638 0.05 -0.01 0.04 0.001
H 0.95258 4.62296 2.92920 -0.01 0.00 -0.03 0.000
H 1.02339 4.01920 1.26012 0.02 -0.03 0.00 0.000
H 3.31615 4.55862 3.21285 -0.01 -0.03 0.00 0.000
H 3.29840 4.75703 1.45178 0.00 0.02 0.01 0.000
C -1.59566 -6.88928 2.32563 0.01 0.02 0.02 0.000
C -0.88213 -5.58444 2.00327 0.01 -0.01 -0.06 0.000
C -1.82647 -4.39177 1.93008 -0.02 0.12 0.06 0.000
C -1.09773 -3.07727 1.61858 -0.05 -0.33 -0.10 -0.002
Ge -0.21484 -3.16160 -0.11463 -0.37 -0.37 0.32 0.003
C 1.65651 -3.71738 -0.11353 -0.30 -0.17 0.05 -0.001
C 2.36602 -3.38939 1.19945 -0.07 -0.21 -0.21 0.003
C 3.80685 -3.88279 1.23641 0.07 0.12 0.03 -0.001
C 4.50704 -3.53286 2.54288 -0.02 0.00 -0.03 0.000
H -0.89763 -7.72459 2.36020 -0.01 -0.02 0.00 0.000
H -2.35470 -7.11389 1.57566 -0.01 -0.01 -0.01 0.000
H -2.09214 -6.82635 3.29437 -0.01 -0.01 0.01 0.000
H -0.35486 -5.69692 1.04382 0.00 0.00 0.01 0.000
H -0.11056 -5.38615 2.75380 0.02 0.00 0.00 0.000
H -2.35256 -4.29161 2.88256 -0.01 -0.01 0.00 0.000
H -2.59672 -4.57812 1.17590 0.00 -0.01 -0.01 0.000
H -0.37231 -2.86125 2.40731 0.01 0.09 -0.05 0.000
H -1.79154 -2.23807 1.54973 -0.01 0.01 0.06 0.002
H -1.07987 -3.76709 -1.22480 0.09 0.13 -0.03 0.000
H 2.21708 -3.33144 -0.96330 -0.03 0.00 -0.01 0.000
H 1.57975 -4.79857 -0.27034 0.23 -0.03 0.11 0.000
H 1.81231 -3.82133 2.03739 0.00 0.07 0.04 0.001
H 2.37225 -2.29896 1.36515 0.02 0.14 0.05 -0.006
H 4.35369 -3.44927 0.39407 0.00 -0.01 -0.02 0.000
H 3.81149 -4.96538 1.08467 -0.04 -0.01 -0.01 0.000
H 4.54363 -2.45169 2.68817 0.00 0.01 0.01 0.000
H 5.52871 -3.90885 2.55359 0.02 0.00 0.01 0.000
H 3.98275 -3.96617 3.39560 -0.01 -0.02 0.03 0.000
```
Positions in Å, forces in eV/Å.

***

# 2
Here is a structure of composition C34H25GeI2NOTl in a non-equilibrium geometry from OMol25. Energies are from ωB97M-V/def2-TZVPD.

ΔE to the lowest compared entry with this formula, charge and spin: 35.4 kcal/mol
Frontier orbital gap: 0.23627 Eh
Charge: -1
2S+1: 1
E_HOMO: -4.3 eV
Total energy: -4285.34808 Ha

XYZ file:
```
65
Properties=species:S:1:pos:R:3:forces:R:3:mulliken_charge:R:1
Tl 1.24041 -0.48035 -0.85530 0.77 0.60 0.48 1.433
I 3.43082 -5.51777 -1.89530 -0.26 0.11 -0.28 -0.012
C 2.06518 -4.50817 -3.15024 0.46 0.05 0.85 -0.771
C 1.69285 -5.06114 -4.35841 -0.28 -0.08 -0.53 -0.384
C 0.80234 -4.40415 -5.17318 0.06 -0.71 -0.59 -0.330
I 0.22287 -5.35561 -6.98714 0.15 0.20 0.39 -0.030
C 0.28098 -3.15211 -4.81836 0.05 0.32 0.40 1.157
C -0.61228 -2.38335 -5.59087 -0.13 0.16 -0.05 -0.522
C -1.03588 -1.16192 -5.14198 0.05 -0.22 -0.12 -1.030
C -0.55455 -0.68324 -3.91531 0.00 0.08 0.12 -0.269
N 0.26918 -1.38218 -3.17543 -0.05 0.27 0.20 -0.182
C 0.68489 -2.58916 -3.57216 -0.06 -0.38 -0.50 0.040
C 1.57553 -3.28581 -2.66317 0.04 -0.44 -0.28 0.781
O 1.88189 -2.82700 -1.52863 -0.09 0.99 0.72 -0.664
H 2.10148 -6.01630 -4.65408 -0.01 -0.04 -0.03 0.335
H -0.95336 -2.76791 -6.54342 -0.01 -0.01 0.01 0.159
H -1.72473 -0.56623 -5.72272 -0.02 0.05 -0.02 0.392
H -0.83952 0.28476 -3.52645 0.00 0.15 0.15 0.443
C 4.50933 0.05756 3.11421 0.16 0.09 0.14 -0.353
C 3.95032 1.11037 2.41283 0.12 0.07 0.02 -0.685
C 3.15227 0.85290 1.31057 -0.08 -0.03 -0.27 -0.293
C 2.90152 -0.44747 0.87974 -0.53 -0.08 -0.77 -0.318
C 3.49795 -1.48867 1.58035 -0.15 -0.19 -0.15 -0.131
C 4.29271 -1.24177 2.68960 0.02 -0.11 0.10 -0.494
H 5.10927 0.25144 3.99401 0.06 -0.01 0.03 0.363
H 4.12370 2.13128 2.73341 -0.01 0.02 0.01 0.399
H 2.71056 1.69473 0.78494 -0.10 0.02 -0.02 0.202
H 3.33089 -2.51001 1.26750 0.00 -0.12 -0.06 0.442
H 4.73553 -2.06742 3.23402 0.00 -0.04 0.01 0.367
C 0.06413 1.44975 -1.14336 0.31 -0.68 0.43 -1.016
Ge -0.92277 1.46888 0.54264 -0.36 0.14 0.02 1.082
C -2.37904 0.16650 0.15051 0.39 0.46 0.19 0.634
C -1.99133 -1.16000 0.00489 0.26 -0.14 0.07 -0.550
C -2.89361 -2.15113 -0.33150 0.04 -0.18 -0.03 -1.177
C -4.21613 -1.81878 -0.57079 -0.10 -0.14 -0.05 -0.552
C -4.61792 -0.49964 -0.46615 -0.18 0.03 -0.01 -0.625
C -3.70740 0.47748 -0.09836 -0.03 0.19 0.05 -0.272
C -1.47821 3.37298 0.86423 0.17 -0.67 -0.13 0.187
C -0.47826 4.32436 0.69861 0.24 -0.05 -0.12 -0.404
C -0.70641 5.67241 0.90366 0.05 0.14 0.02 -0.704
C -1.96798 6.10290 1.27583 -0.01 0.18 0.01 -0.369
C -2.97768 5.17410 1.45433 -0.18 0.09 0.06 -0.680
C -2.72857 3.82404 1.25989 -0.19 -0.13 0.05 -0.091
C -0.24679 0.89954 2.37114 -0.17 0.25 -0.77 -0.149
C -0.52102 -0.35106 2.90574 -0.20 -0.11 -0.09 0.124
C 0.04019 -0.75998 4.10225 0.02 -0.14 0.15 -0.753
C 0.87958 0.09053 4.79973 0.05 -0.06 0.11 -0.447
C 1.14347 1.35157 4.29404 0.03 0.10 0.19 -0.554
C 0.58683 1.74541 3.09091 -0.08 0.19 -0.03 -0.386
H 0.93966 2.11823 -1.02168 0.05 -0.02 0.04 0.321
H -0.94765 -1.43862 0.17170 -0.29 -0.10 0.05 0.482
H -2.56540 -3.17923 -0.40045 0.02 -0.06 -0.07 0.437
H -4.92711 -2.58735 -0.84194 -0.04 -0.03 -0.02 0.379
H -5.64661 -0.22937 -0.66693 -0.05 0.01 0.00 0.403
H -4.03503 1.50405 -0.01645 -0.09 0.09 -0.03 0.196
H 0.50647 3.99818 0.39517 0.16 -0.01 -0.09 0.236
H 0.09546 6.38789 0.76911 0.02 0.00 -0.01 0.388
H -2.16026 7.15818 1.42367 -0.03 0.01 0.02 0.358
H -3.96507 5.50956 1.74811 -0.03 -0.04 0.01 0.368
H -3.52613 3.11392 1.42448 -0.12 -0.05 0.04 0.265
H -1.20834 -1.01118 2.39537 0.02 -0.11 -0.02 0.339
H -0.17905 -1.74621 4.48998 -0.02 -0.05 0.03 0.406
H 1.32260 -0.22457 5.73602 0.02 -0.02 0.01 0.366
H 1.78639 2.02296 4.84948 0.04 0.05 -0.04 0.387
H 0.78686 2.73840 2.70708 0.12 0.07 0.00 0.326
```
Positions in Å, forces in eV/Å.

***

# 3
Here is an isolated molecule of C5H11N from OMol25. Energies are from ωB97M-V/def2-TZVPD.

ΔE to the lowest compared entry with this formula, charge and spin: 77.2 kcal/mol
Frontier orbital gap: 0.29559 Eh
Charge: 0
2S+1: 1
E_HOMO: -7.2 eV
Total energy: -251.73943 Ha

XYZ file:
```
17
Properties=species:S:1:pos:R:3:forces:R:3:mulliken_charge:R:1
C -1.41002 -0.95466 0.40753 0.16 -0.03 -0.04 -1.307
C -0.47911 0.19985 0.02851 0.09 0.20 -0.03 0.387
C -0.95529 0.94404 -1.21195 -0.03 0.04 -0.06 -1.404
N 0.92491 -0.22366 -0.19757 -0.30 0.09 0.19 -0.073
C 2.18115 0.66406 0.00761 -0.01 0.33 0.16 -0.430
C 1.82333 -0.42522 0.96030 -0.12 -0.26 -0.04 -0.454
H -1.48092 -1.68194 -0.40929 0.01 0.08 0.10 0.329
H -1.05553 -1.47217 1.30467 -0.03 0.06 -0.13 0.335
H -2.42275 -0.57888 0.60975 0.30 -0.03 -0.07 0.388
H -0.42070 0.90356 0.86836 0.04 -0.09 -0.12 0.241
H -1.00906 0.26602 -2.07297 0.01 0.08 0.11 0.345
H -0.26832 1.75927 -1.45565 -0.09 -0.10 0.02 0.362
H -1.95482 1.36052 -1.05365 0.14 -0.07 -0.01 0.404
H 1.77032 1.61174 0.38193 0.07 -0.02 0.11 0.108
H 1.09897 -0.74876 -1.03892 -0.27 -0.48 0.10 0.341
H 2.36502 -1.37387 0.96758 -0.02 0.23 -0.07 0.214
H 1.29283 -0.24989 1.90375 0.05 -0.02 -0.22 0.213
```
Positions in Å, forces in eV/Å.